{
  "formula": "C10H16AlN2P",
  "method": "wB97M-V/def2-TZVPD",
  "symbols": ["H", "H", "C", "P", "H", "C", "C", "H", "H", "N", "H", "H", "H", "H", "C", "C", "H", "Al", "H", "C", "H", "H", "C", "H", "C", "C", "N", "C", "H", "H"],
  "coordinates": [[-1.291, 2.975, -0.141], [2.452, -3.025, 1.718], [-1.408, 0.119, -2.019], [-3.357, -0.570, 0.414], [2.909, 2.566, 0.567], [2.266, -2.891, 0.650], [-1.553, 1.992, -0.564], [-4.431, 0.370, 0.331], [1.506, -3.594, 0.317], [1.001, -1.052, -0.444], [-1.124, -0.504, -2.864], [3.113, -0.335, 1.895], [-3.100, -0.878, 1.783], [1.138, 2.880, 0.704], [2.389, -0.354, 1.091], [1.952, 2.182, 0.976], [-1.778, 2.266, -2.909], [-0.100, 1.265, -1.420], [-1.198, -1.386, -0.401], [1.882, -1.485, 0.457], [0.558, -1.610, -1.179], [-3.690, -1.879, -0.123], [-1.649, 0.727, 0.222], [3.207, -3.098, 0.132], [-1.690, 1.589, -2.038], [1.782, 0.761, 0.571], [1.043, 0.312, -0.468], [-1.527, -0.355, -0.624], [2.048, 2.182, 2.086], [-1.349, 0.828, 1.280]],
  "nbo_charge": [0.258, 0.240, -0.597, 0.345, 0.246, -0.651, -0.607, 0.039, 0.227, -0.313, 0.251, 0.228, -0.008, 0.253, -0.333, -0.664, 0.277, 1.115, 0.215, 0.205, 0.439, -0.077, -0.474, 0.239, -0.688, 0.226, -0.477, -0.381, 0.234, 0.232],
  "e_homo_ev": [-4.40, -4.45],
  "total_energy_ha": -1083.52465,
  "orbital_gap_ha": [0.1712, 0.1756],
  "e_lumo_ev": [0.255, 0.323]
}

---

{
  "formula": "C8H23BrMnNO4",
  "method": "wB97M-V/def2-TZVPD",
  "symbols": ["H", "C", "H", "C", "H", "H", "H", "H", "H", "C", "H", "Mn", "N", "C", "C", "H", "H", "H", "H", "O", "H", "H", "H", "H", "O", "O", "H", "C", "H", "H", "H", "H", "H", "C", "O", "C", "Br", "H"],
  "coordinates": [[5.755, 18.850, 18.437], [4.268, 19.957, 11.068], [10.909, 24.389, 15.236], [9.339, 22.947, 14.808], [8.635, 22.284, 15.312], [8.682, 22.986, 11.972], [5.598, 20.102, 14.064], [7.247, 23.836, 12.332], [5.227, 17.715, 19.716], [5.259, 17.901, 18.642], [3.229, 19.675, 11.235], [3.922, 15.102, 14.036], [8.517, 23.889, 13.909], [10.195, 23.755, 15.761], [5.794, 20.981, 14.679], [9.447, 25.683, 18.306], [7.786, 24.272, 14.490], [7.817, 20.953, 13.377], [5.365, 18.864, 12.263], [5.817, 16.672, 18.159], [4.478, 20.306, 10.057], [10.796, 22.965, 16.212], [6.646, 20.658, 15.277], [11.070, 25.188, 17.965], [6.122, 22.104, 13.882], [9.410, 24.538, 16.700], [4.392, 20.834, 11.704], [7.980, 23.168, 12.785], [9.897, 24.057, 18.617], [4.919, 21.292, 15.249], [6.798, 21.441, 12.119], [5.986, 16.856, 17.232], [9.954, 22.280, 14.204], [10.033, 24.861, 17.894], [5.176, 18.918, 11.323], [7.226, 21.809, 13.052], [5.408, 17.214, 14.696], [4.184, 17.925, 18.465]],
  "nbo_charge": [0.175, -0.251, 0.180, -0.245, 0.182, 0.185, 0.153, 0.202, 0.179, -0.268, 0.157, 0.839, -0.620, -0.072, -0.243, 0.187, 0.368, 0.169, 0.476, -0.727, 0.180, 0.165, 0.165, 0.171, -0.553, -0.542, 0.167, -0.236, 0.160, 0.198, 0.174, 0.474, 0.197, -0.248, -0.730, -0.101, -0.827, 0.162],
  "e_homo_ev": [-8.48, -8.68],
  "total_energy_ha": -4399.18515,
  "orbital_gap_ha": [0.2963, 0.2656],
  "e_lumo_ev": [-0.418, -1.448],
  "multiplicity": 7,
  "s2": 12.00
}

---

{
  "formula": "CH7NO2",
  "method": "wB97M-V/def2-TZVPD",
  "symbols": ["H", "N", "C", "H", "O", "H", "H", "O", "H", "H", "H"],
  "coordinates": [[-1.184, 1.630, -0.760], [-0.270, 1.049, 1.192], [-0.804, 0.711, -0.237], [0.114, 0.191, 6.931], [0.149, 0.217, -1.019], [0.297, -1.427, -1.405], [0.136, 2.007, 1.139], [0.955, -2.086, -1.567], [-0.450, 0.640, 6.701], [-1.516, -0.126, -0.007], [0.484, 0.430, 1.168]],
  "nbo_charge": [0.094, -0.925, 0.116, -0.007, -0.932, 0.453, 0.317, -0.555, 0.007, 0.083, 0.348],
  "e_homo_ev": [-3.28, -3.07],
  "charge": -1,
  "total_energy_ha": -247.40285,
  "relative_energy_kcal_mol": 28.8,
  "orbital_gap_ha": [0.2852, 0.2414],
  "e_lumo_ev": [4.476, 3.495],
  "multiplicity": 2,
  "s2": 0.75
}

---

{
  "formula": "C14H17N3O3S",
  "method": "wB97M-V/def2-TZVPD",
  "symbols": ["O", "C", "H", "C", "H", "C", "N", "H", "H", "H", "H", "C", "O", "H", "C", "C", "H", "H", "H", "C", "N", "C", "H", "C", "O", "H", "H", "C", "H", "C", "H", "C", "C", "H", "N", "S", "C", "H"],
  "coordinates": [[1.140, 2.769, -0.089], [2.146, 2.102, -3.668], [0.534, -0.124, 1.518], [0.419, -0.361, -1.292], [3.438, -1.119, -4.465], [-2.950, -1.245, 2.242], [-1.310, -1.369, 4.057], [-1.143, 1.175, -0.730], [2.092, 3.235, -4.027], [0.366, -2.629, -1.153], [3.619, 1.551, -4.889], [1.116, 1.656, -2.823], [-2.109, 1.443, 3.720], [-3.628, -0.859, 3.217], [0.633, -1.689, -1.519], [-1.488, -0.739, 2.799], [-2.267, -1.184, 4.675], [3.313, 1.652, 0.756], [-0.541, -0.990, 4.675], [0.085, 0.745, 0.954], [1.637, -1.903, -2.535], [2.778, -0.288, -4.057], [-1.452, -0.451, -0.056], [1.215, 1.616, 0.474], [2.432, 0.958, 0.639], [-0.816, -1.043, 1.832], [-3.439, -0.449, 1.463], [-1.502, 0.814, 2.835], [0.598, 2.376, -2.188], [1.165, 0.304, -2.442], [-0.738, 2.413, 1.939], [2.951, 1.104, -4.293], [2.008, -0.708, -2.988], [-4.143, -2.989, 0.762], [-1.008, 1.463, 1.744], [-3.257, -2.971, 1.700], [-0.605, 0.222, -0.309], [1.525, -2.934, -3.023]],
  "nbo_charge": [-0.593, -0.223, 0.241, -0.125, 0.211, -0.568, -0.840, 0.242, 0.221, 0.206, 0.206, -0.212, -0.605, 0.218, -0.011, -0.151, 0.379, 0.523, 0.380, -0.179, -0.558, -0.231, 0.237, 0.801, -0.706, 0.211, 0.249, 0.649, 0.239, -0.062, 0.415, -0.218, 0.122, 0.129, -0.605, -0.010, -0.414, 0.428],
  "e_homo_ev": -8.19,
  "total_energy_ha": -1331.70015,
  "smiles": "N[C@@H](CS)C(=O)N[C@@H](Cc1c[nH]c2ccccc12)C(=O)O",
  "relative_energy_kcal_mol": 140.0,
  "orbital_gap_ha": 0.3094,
  "e_lumo_ev": 0.225
}

---

{
  "formula": "C16H27NO3S",
  "method": "wB97M-V/def2-TZVPD",
  "symbols": ["C", "C", "O", "H", "H", "C", "H", "C", "H", "C", "C", "C", "C", "H", "H", "H", "C", "O", "H", "C", "H", "C", "H", "H", "H", "H", "H", "C", "H", "H", "C", "H", "S", "C", "C", "H", "H", "N", "H", "H", "H", "H", "H", "H", "H", "H", "C", "O"],
  "coordinates": [[-3.787, 0.627, -1.202], [1.564, 0.512, -0.868], [2.798, 0.517, -0.298], [-4.089, 0.873, -0.207], [-0.466, -1.967, 1.600], [-2.732, 1.568, -1.771], [1.262, -2.161, 1.271], [5.560, 2.708, -0.215], [1.196, 1.120, 3.810], [-0.888, 0.131, -0.811], [7.051, 2.353, -0.126], [0.177, 0.757, 3.683], [-3.222, -0.799, -1.187], [-0.452, 1.462, 4.291], [-4.679, 0.670, -1.841], [7.672, 3.251, -0.082], [3.414, 1.680, -0.218], [4.763, 1.501, -0.186], [5.272, 3.395, 0.623], [0.792, -1.692, 3.301], [-0.674, -0.217, -1.843], [-0.249, 0.814, 2.194], [-1.299, 0.525, 2.183], [-0.192, 1.829, 1.807], [-2.458, 1.324, -2.787], [7.179, 1.783, 0.791], [7.298, 1.757, -1.004], [0.527, -1.556, 1.801], [0.504, -2.742, 3.525], [1.827, -1.490, 3.543], [0.638, -0.092, 1.367], [-3.147, 2.581, -1.773], [1.547, 0.778, -2.543], [-1.474, 1.543, -0.911], [-1.933, -0.859, -0.356], [-1.532, -1.850, -0.500], [5.334, 3.235, -1.161], [0.427, 0.172, -0.095], [-1.740, 1.900, 0.087], [-1.116, -0.952, 4.047], [-3.974, -1.467, -0.713], [0.206, -0.810, 5.223], [-2.983, -1.195, -2.202], [1.643, 0.261, 1.687], [-2.208, -0.684, 0.672], [-0.760, 2.264, -1.294], [-0.043, -0.717, 4.153], [2.844, 2.762, -0.063]],
  "nbo_charge": [-0.402, 0.432, -0.517, 0.196, 0.205, -0.398, 0.217, -0.064, 0.199, -0.048, -0.626, -0.396, -0.386, 0.213, 0.208, 0.221, 1.003, -0.504, 0.191, -0.400, 0.240, -0.418, 0.195, 0.225, 0.205, 0.214, 0.217, -0.406, 0.213, 0.199, -0.036, 0.210, -0.203, -0.412, -0.407, 0.213, 0.190, -0.423, 0.192, 0.194, 0.210, 0.212, 0.200, 0.220, 0.193, 0.234, -0.400, -0.618],
  "e_homo_ev": -8.31,
  "total_energy_ha": -1304.53504,
  "smiles": "CCOC(=O)OC(=S)N(C1CCCCC1)C1CCCCC1",
  "relative_energy_kcal_mol": 0.0,
  "orbital_gap_ha": 0.3322,
  "e_lumo_ev": 0.731
}

---

{
  "formula": "C35H37F15N5ORu",
  "method": "wB97M-V/def2-TZVPD",
  "symbols": ["H", "C", "F", "H", "N", "C", "C", "H", "C", "H", "H", "F", "C", "H", "H", "H", "F", "C", "C", "F", "C", "C", "H", "H", "H", "H", "F", "H", "C", "C", "C", "C", "H", "C", "C", "C", "H", "C", "H", "N", "F", "C", "C", "F", "C", "C", "C", "F", "H", "H", "H", "H", "N", "H", "N", "F", "H", "C", "H", "H", "H", "C", "C", "F", "H", "C", "C", "H", "F", "H", "C", "H", "H", "H", "Ru", "H", "N", "F", "H", "H", "F", "O", "F", "F", "C", "C", "H", "C", "C", "C", "C", "H", "H", "C"],
  "coordinates": [[4.404, -4.111, 1.696], [-3.681, -2.464, 1.064], [2.320, -1.915, -2.155], [-7.535, -3.756, 3.625], [-0.146, -0.637, -1.929], [1.229, -2.489, -2.688], [-0.286, 2.327, 1.686], [-2.396, -2.158, -0.696], [0.303, 0.135, 5.401], [-4.826, -4.664, -1.325], [-4.192, -3.074, -1.729], [0.554, -5.471, -4.639], [-5.061, -2.751, 3.008], [-2.943, 2.521, -0.341], [-2.425, -1.381, 3.659], [4.335, -4.561, -0.794], [2.596, 0.928, -2.118], [1.465, -0.597, 5.535], [-0.855, 1.671, -1.959], [3.397, -0.239, -0.416], [3.456, -4.682, -0.161], [-0.011, -1.843, -2.590], [0.577, 2.874, -0.204], [-1.275, 2.303, 2.147], [3.366, -4.914, 3.345], [-6.023, -4.859, 0.557], [3.421, -1.420, 4.507], [-0.323, -3.909, 2.665], [-1.097, 0.295, -2.535], [1.912, -0.151, 3.224], [-0.873, -3.726, -3.924], [-2.468, 1.549, -0.157], [-2.978, 0.800, -0.755], [1.697, -6.096, 2.658], [3.258, 2.068, -0.232], [0.201, -2.953, 2.619], [-0.502, -2.183, 2.325], [2.274, -0.731, 4.421], [0.177, 1.969, -2.150], [0.422, 1.056, 1.768], [4.556, 2.080, -0.574], [1.329, -3.006, 1.631], [-0.054, 0.694, 4.184], [-0.515, 0.276, 6.451], [-1.046, -2.534, -3.242], [1.424, -3.681, -3.358], [3.569, -3.795, 1.072], [-2.318, -2.077, -3.187], [0.276, 3.116, 2.201], [-7.516, -5.034, 2.404], [-2.597, 1.283, 0.888], [-3.990, -0.621, 3.931], [2.375, -3.805, 1.920], [3.377, -5.733, 0.114], [1.286, -2.271, 0.552], [3.197, 2.181, 1.099], [2.277, -6.624, 1.903], [-4.115, -3.898, -1.020], [3.780, -2.760, 0.792], [2.106, -2.390, -0.034], [-3.115, -4.318, -1.123], [-4.014, -2.091, 2.383], [-2.528, -1.881, 0.361], [2.704, 3.181, -0.754], [-0.986, 3.638, 0.124], [2.336, -4.762, 3.024], [-5.785, -3.752, 2.373], [0.574, -2.724, 3.616], [2.651, -4.211, -3.431], [-1.522, 2.413, -2.423], [2.524, 0.820, -0.750], [0.689, -5.954, 2.267], [1.819, -4.313, 3.870], [-2.140, 0.015, -2.365], [0.604, -0.220, 0.060], [-5.332, -2.459, 4.017], [-1.047, 1.611, -0.505], [-1.928, -4.318, -4.493], [-0.971, 0.335, -3.623], [2.581, -4.425, -0.757], [1.798, -1.161, 6.700], [-1.700, -1.152, 0.882], [-1.246, 1.322, 4.158], [2.795, -0.260, 2.214], [-4.417, -3.463, 0.395], [0.718, 0.564, 3.018], [-6.490, -5.154, 3.832], [-5.456, -4.089, 1.066], [0.370, -4.319, -3.987], [-6.898, -4.462, 3.093], [-3.319, -0.997, 3.159], [-2.995, -0.171, 2.537], [1.632, -6.734, 3.540], [-0.408, 2.707, 0.226]],
  "lowdin_charge": [0.122, -0.092, 0.074, 0.083, -0.104, -0.163, -0.222, 0.110, -0.148, 0.080, 0.081, 0.117, -0.007, 0.101, 0.086, 0.088, 0.006, -0.157, -0.187, -0.051, -0.052, -0.194, 0.092, 0.095, 0.121, 0.116, 0.114, 0.096, -0.233, -0.171, -0.150, -0.067, 0.077, -0.060, -0.608, 0.009, 0.046, -0.162, 0.112, -0.111, 0.145, -0.392, -0.140, 0.117, -0.147, -0.151, -0.182, 0.062, 0.133, 0.076, 0.065, 0.086, -0.063, 0.067, 0.045, 0.136, 0.065, -0.038, 0.116, 0.020, 0.089, -0.170, -0.161, 0.118, 0.130, -0.200, -0.248, 0.079, 0.113, 0.130, -0.378, 0.071, 0.107, 0.088, 1.548, 0.123, -0.263, 0.115, 0.132, 0.059, 0.116, -0.078, 0.082, 0.071, -0.194, -0.191, 0.088, -0.006, -0.151, -0.042, -0.026, 0.057, 0.080, -0.194],
  "e_homo_ev": [-7.11, -7.38],
  "total_energy_ha": -3297.65529,
  "relative_energy_kcal_mol": 21.5,
  "orbital_gap_ha": [0.2456, 0.2451],
  "e_lumo_ev": [-0.424, -0.708],
  "multiplicity": 6,
  "s2": 8.76
}

---

| no. | maximum force (Eh/bohr) |
| --- | --- |
| 1 | 0.160 |
| 2 | 0.054 |
| 3 | 0.061 |
| 4 | 0.114 |
| 5 | 0.078 |
| 6 | 0.012 |